37
Properties=species:S:1:pos:R:3:forces:R:3 method="wB97M-V/def2-TZVPD" homo_energy_ev=-4.263 charge=-1 relative_energy_ev=2.639 gap_ev=6.987 lumo_ha=0.100 spin_multiplicity=1
Cl -0.500 -0.306 -0.429 0.11 0.02 -0.02
C 2.948 -3.911 3.221 -0.67 0.95 0.38
O 1.610 -4.276 2.871 0.64 -0.67 0.32
H 2.921 -2.902 3.633 0.25 0.36 -0.28
H 3.327 -4.475 4.074 -0.32 -0.67 -0.29
H 3.653 -3.955 2.391 -0.06 -0.11 -0.08
H 1.204 -3.575 2.355 0.12 0.17 -0.08
C 1.596 -4.181 -4.466 0.32 0.79 -1.57
O 0.396 -4.239 -3.766 -0.20 -0.29 0.84
H 2.119 -3.245 -4.270 0.27 -0.07 0.14
H 2.297 -5.012 -4.387 -0.22 -0.27 0.70
H 1.329 -4.140 -5.521 0.17 -0.02 -0.36
H 0.398 -3.479 -3.180 -0.37 -0.08 0.31
C -4.716 -1.682 4.184 -0.33 -0.56 0.20
O -3.681 -2.331 3.493 0.51 0.05 -0.12
H -4.757 -2.107 5.187 0.13 0.21 0.22
H -4.585 -0.601 4.236 -0.12 0.00 0.01
H -5.667 -1.960 3.728 -0.27 0.42 -0.16
H -3.264 -1.697 2.906 0.13 -0.11 -0.20
C -5.731 3.667 -0.641 -0.44 -0.47 1.35
O -5.307 2.599 0.213 -0.06 0.30 -0.07
H -6.003 3.280 -1.623 0.26 0.41 -0.19
H -6.620 4.038 -0.132 -0.35 -0.10 -0.30
H -5.076 4.537 -0.602 0.49 -0.24 -0.59
H -4.463 2.235 -0.066 0.15 0.06 -0.20
C 5.343 1.009 -1.743 0.46 0.40 0.19
O 4.780 0.275 -0.664 0.49 0.15 -0.53
H 5.277 0.504 -2.707 -0.47 -0.01 -0.09
H 4.941 2.022 -1.766 -0.38 0.01 -0.37
H 6.412 1.182 -1.618 0.11 -0.40 0.58
H 3.844 0.215 -0.869 -0.29 -0.18 0.26
C 1.131 5.720 -0.555 0.97 0.09 0.32
O 0.156 4.991 -1.225 -0.94 -0.14 -0.03
H 1.191 5.537 0.518 -0.20 -0.36 0.24
H 2.072 5.387 -0.994 0.58 0.75 0.19
H 0.971 6.796 -0.623 -0.03 -0.08 -0.56
H 0.452 4.080 -1.160 -0.43 -0.33 -0.14